1.
{
  "formula": "C17H22N4O2S",
  "method": "ωB97M-V/def2-TZVPD",
  "species": ["C", "H", "H", "H", "C", "N", "C", "N", "N", "C", "C", "C", "C", "N", "C", "C", "H", "H", "H", "H", "S", "C", "C", "O", "O", "C", "C", "C", "C", "C", "C", "H", "H", "H", "H", "H", "H", "H", "H", "H", "H", "H", "H", "H", "H", "H"],
  "positions_angstrom": [[-2.82145, -3.03520, 0.35723], [-3.16646, -3.96385, -0.08817], [-1.83220, -3.19690, 0.77775], [-3.49867, -2.75832, 1.16262], [-2.76225, -1.94558, -0.70958], [-2.35684, -0.68004, -0.15502], [-1.07074, -0.31664, 0.12208], [-1.01643, 0.91855, 0.55362], [-2.26335, 1.39226, 0.55709], [-3.07803, 0.45273, 0.14495], [-4.51069, 0.65198, 0.02402], [-5.45793, -0.35159, 0.22188], [-6.79856, -0.02762, 0.08490], [-7.23612, 1.18200, -0.21427], [-6.33832, 2.14087, -0.37722], [-4.97477, 1.93598, -0.27177], [-4.26711, 2.73715, -0.40731], [-6.73837, 3.11955, -0.60691], [-7.56426, -0.77967, 0.22587], [-5.17564, -1.35252, 0.50514], [0.28313, -1.37999, -0.10779], [1.56974, -0.18483, 0.35047], [2.91668, -0.83779, 0.13432], [3.06397, -1.95948, -0.27171], [3.88979, -0.00148, 0.46249], [5.24413, -0.46502, 0.30293], [6.11804, 0.32744, 1.27049], [6.16726, 1.80211, 0.87944], [6.66445, 1.96082, -0.55371], [5.74843, 1.20557, -1.51137], [5.69956, -0.27470, -1.14429], [5.01796, -0.81172, -1.80672], [6.69136, -0.71807, -1.24843], [4.74216, 1.62558, -1.45274], [6.10120, 1.31518, -2.53843], [6.69104, 3.01843, -0.82204], [7.68061, 1.56740, -0.63459], [5.16477, 2.22444, 0.96379], [6.82209, 2.33954, 1.56756], [7.12227, -0.09922, 1.24789], [5.72282, 0.22122, 2.28204], [5.25938, -1.53413, 0.55297], [1.45897, 0.70602, -0.26784], [1.43388, 0.10180, 1.39336], [-3.73330, -1.81180, -1.19240], [-2.02542, -2.22490, -1.46990]],
  "forces_ev_per_a": [[-0.0336, 0.1453, -0.1770], [-0.0235, -0.1322, -0.0106], [0.0451, -0.0568, 0.0887], [-0.0427, 0.0041, 0.0598], [-0.1933, -0.5592, -0.0523], [0.3715, 0.6997, 0.2395], [-0.0248, 0.0564, 0.0541], [0.9633, -0.4414, -0.0517], [-1.2222, 0.4393, 0.0358], [0.5371, 0.0238, 0.0835], [-0.5942, 0.0825, -0.0793], [0.1067, 0.2234, -0.0580], [0.0542, -0.2604, 0.0467], [-0.5094, 0.0448, -0.0264], [0.2510, 0.1761, -0.0088], [0.0115, -0.2485, 0.0287], [0.0435, 0.0959, -0.0345], [0.0687, 0.1129, -0.0260], [0.0093, -0.1209, 0.0355], [0.0338, -0.1078, 0.0146], [0.2603, -0.2268, -0.0813], [-0.2467, -0.1504, -0.0726], [-0.5050, -0.0477, -0.0061], [0.1148, -0.1445, -0.0661], [0.0673, 0.4239, 0.1465], [0.7055, -0.6351, -0.0347], [-0.4749, 0.1351, -0.0806], [0.2828, -0.0944, -0.0022], [-0.2980, 0.1540, 0.0090], [0.2815, -0.1026, -0.0237], [-0.4364, 0.1437, 0.1008], [0.0762, -0.0867, 0.0117], [0.0377, -0.0660, 0.0001], [-0.0345, 0.0464, -0.0791], [-0.0843, 0.0320, -0.0303], [0.0956, 0.0119, -0.0143], [0.0985, 0.0211, -0.0226], [-0.0168, 0.0969, 0.0535], [-0.0720, 0.0534, 0.0403], [0.0276, -0.0632, 0.0118], [0.0575, -0.0948, 0.0362], [-0.0211, 0.2494, -0.0253], [0.1066, 0.0088, 0.1090], [0.1075, 0.0819, -0.0838], [0.1962, -0.0048, -0.0228], [-0.1777, 0.0815, -0.0357]],
  "lumo_ev": 0.475,
  "gap_ev": 8.9,
  "relative_energy_kcal_mol": 24.0,
  "smiles": "CCn1c(SCC(=O)OC2CCCCC2)nnc1-c1ccncc1",
  "total_charge": 0,
  "homo_ev": -8.443
}

2.
{
  "formula": "C3H6O2",
  "method": "ωB97M-V/def2-TZVPD",
  "species": ["C", "O", "C", "C", "O", "H", "H", "H", "H", "H", "H"],
  "positions_angstrom": [[-1.30936, 0.69723, 0.14870], [-0.83650, -0.53816, 0.62718], [0.36755, -0.98284, 0.06390], [1.44705, 0.06494, -0.14718], [2.61957, -0.19025, -0.02320], [-0.94247, 1.53888, 0.75090], [-1.00671, 0.88045, -0.88781], [-2.39832, 0.68033, 0.20501], [0.19302, -1.43287, -0.92906], [0.75240, -1.78199, 0.70087], [1.11377, 1.06427, -0.50930]],
  "forces_ev_per_a": [[-0.2034, 0.3451, -0.1351], [-0.0178, -0.0113, 0.2198], [0.2193, -0.1918, -0.1073], [0.3302, -0.2140, -0.0120], [-0.3843, 0.1783, -0.0395], [-0.0107, -0.1243, -0.0155], [-0.1891, -0.0751, -0.0429], [0.0728, 0.0025, -0.0061], [-0.0430, 0.1208, -0.0316], [0.0542, 0.1675, -0.0274], [0.1718, -0.1977, 0.1976]],
  "lumo_ev": 0.846,
  "gap_ev": 10.5,
  "relative_energy_kcal_mol": 42.6,
  "smiles": "COCC=O",
  "total_charge": 0,
  "homo_ev": -9.694
}

3.
{
  "formula": "C2H6N4OS",
  "method": "ωB97M-V/def2-TZVPD",
  "species": ["C", "C", "H", "H", "H", "H", "H", "H", "N", "N", "N", "N", "O", "S"],
  "positions_angstrom": [[-0.85264, -0.37417, -1.12376], [0.55282, 0.85449, 0.49042], [1.38744, 1.25172, -1.87285], [2.20145, 0.14392, -1.50291], [-0.98194, -0.95663, -1.97404], [-1.91680, 0.08325, 0.59505], [-0.12255, 0.59418, 2.40743], [-1.26223, -2.01862, 1.58781], [1.25510, 0.27083, -1.69033], [0.40665, 0.16715, -0.70280], [-1.83710, -0.46069, -0.30366], [-0.12794, 0.17702, 1.55508], [1.17383, 1.90232, 0.64126], [0.12391, -1.63477, 1.89331]],
  "forces_ev_per_a": [[-1.2176, 0.3989, 6.0762], [0.0548, 0.1212, 1.7472], [-0.7020, 0.9925, -0.9688], [1.9209, -1.8190, 1.3625], [0.9053, -0.5153, -1.9298], [1.0051, -0.8579, -1.6436], [0.3851, 1.9334, 2.7364], [2.2971, 0.6149, 0.3897], [1.9000, 2.5537, -4.0192], [-3.0998, -1.5051, 1.5126], [-1.3280, 0.7320, -1.2392], [1.2671, -2.9478, -2.4087], [-0.8131, -1.6143, -0.4398], [-2.5748, 1.9129, -1.1754]],
  "lumo_ev": 0.108,
  "gap_ev": 9.4,
  "relative_energy_kcal_mol": 87.1,
  "smiles": "[H]/N=C\\N(N)C(=O)NS",
  "total_charge": 0,
  "homo_ev": -9.329
}

4.
{
  "formula": "C4H6N2O",
  "method": "ωB97M-V/def2-TZVPD",
  "species": ["C", "C", "C", "C", "N", "N", "O", "H", "H", "H", "H", "H", "H"],
  "positions_angstrom": [[1.95745, -0.39791, -0.20350], [-1.66977, -0.12121, -0.47157], [-0.47599, 1.08675, 0.54679], [0.54989, -0.62950, 0.24121], [-0.44883, -0.46945, -0.65987], [-2.86361, -0.33593, -0.74339], [-0.05668, 2.12968, 0.17538], [-3.50089, 0.40981, -0.48101], [-0.83003, 0.61947, 1.45202], [0.37303, -1.28719, 1.09259], [2.30777, -1.18794, -0.87500], [2.03388, 0.55434, -0.73364], [2.62377, -0.37093, 0.65999]],
  "forces_ev_per_a": [[0.0283, -0.0037, -0.0541], [0.0551, 0.1375, 0.1515], [0.0917, -0.0917, -0.3133], [-0.3172, 0.1968, 0.0110], [0.1920, 0.2247, 0.2124], [0.0899, 0.0186, 0.0262], [-0.0959, -0.3687, -0.0030], [0.1043, -0.0218, 0.0224], [-0.0260, -0.1622, -0.0576], [-0.0188, 0.0576, -0.0299], [-0.0352, 0.0471, 0.0482], [-0.0255, -0.0310, 0.0254], [-0.0427, -0.0030, -0.0392]],
  "lumo_ev": 0.318,
  "gap_ev": 8.5,
  "relative_energy_kcal_mol": 112.1,
  "total_charge": 0,
  "homo_ev": -8.151
}

5.
{
  "formula": "C29H29ClN5O5PtS2",
  "method": "ωB97M-V/def2-TZVPD",
  "species": ["Pt", "O", "C", "O", "C", "C", "Cl", "N", "N", "C", "C", "O", "O", "C", "C", "C", "C", "C", "C", "H", "H", "H", "H", "H", "H", "N", "C", "C", "C", "C", "C", "C", "S", "N", "C", "C", "C", "C", "C", "C", "N", "H", "H", "H", "H", "H", "H", "H", "H", "H", "C", "C", "C", "S", "O", "C", "C", "C", "H", "H", "H", "H", "H", "H", "H", "H", "H", "H", "H", "H", "H", "H"],
  "positions_angstrom": [[0.04859, 0.08214, 0.30141], [-4.53718, 3.38787, 1.65076], [-3.54149, 3.68832, 2.45728], [-3.64903, 4.46282, 3.36844], [-2.21711, 3.00981, 2.22095], [-1.07475, 3.27518, 2.95659], [-0.80429, 4.41159, 4.17170], [-0.07294, 2.47854, 2.51615], [-0.51416, 1.70674, 1.49505], [-1.80009, 2.02094, 1.31955], [-2.50833, 1.33240, 0.19117], [-3.67787, 1.55637, -0.05393], [-1.75840, 0.52234, -0.47221], [1.30142, 2.58608, 2.88962], [2.22252, 2.99445, 1.94080], [3.55604, 3.11341, 2.31006], [3.94280, 2.84998, 3.61651], [2.99883, 2.47031, 4.56448], [1.66868, 2.33307, 4.20326], [-4.28819, 2.73358, 0.94517], [1.89250, 3.22783, 0.93595], [4.28897, 3.43333, 1.58107], [4.98031, 2.95809, 3.90306], [3.30010, 2.28172, 5.58592], [0.92103, 2.03092, 4.92416], [-0.02059, -3.54982, -1.85419], [0.87161, -3.34379, -2.93841], [1.61289, -4.38663, -3.46778], [2.49200, -4.12792, -4.50941], [2.65662, -2.83548, -4.98875], [1.93705, -1.78854, -4.43079], [1.02309, -2.05343, -3.42181], [-0.04120, -0.83311, -2.72936], [0.02674, -1.37935, -1.08526], [-0.14413, -2.64621, -0.85798], [-0.49175, -3.16684, 0.49531], [-0.01830, -4.40081, 0.91870], [-0.39448, -4.84810, 2.17532], [-1.21900, -4.04766, 2.94680], [-1.62566, -2.82125, 2.43646], [-1.27038, -2.38144, 1.23444], [-0.25740, -4.50276, -1.62723], [1.50039, -5.39119, -3.07814], [3.05826, -4.94160, -4.94121], [3.34583, -2.64194, -5.79907], [2.06003, -0.77567, -4.79228], [0.66480, -4.97291, 0.30546], [-0.04200, -5.80095, 2.54636], [-1.54416, -4.35989, 3.92941], [-2.27197, -2.16937, 3.01258], [3.50202, -2.05878, 4.40721], [3.70136, -1.34105, 3.07671], [2.44273, -0.56315, 2.67364], [2.05749, -0.74305, 0.94024], [2.22021, -2.16573, 0.60513], [3.38968, 0.16154, 0.14249], [3.49194, -0.24195, -1.33195], [4.52473, -1.33636, -1.56546], [4.40932, -2.58267, 4.70427], [2.69811, -2.79275, 4.32944], [3.24437, -1.35751, 5.20297], [3.94995, -2.07296, 2.30662], [4.53861, -0.64496, 3.15009], [2.53367, 0.50226, 2.86240], [1.55063, -0.92987, 3.18720], [4.29606, -0.08742, 0.69928], [3.16790, 1.21653, 0.28366], [3.72457, 0.64748, -1.91833], [2.52165, -0.59357, -1.68377], [5.52014, -1.01409, -1.25446], [4.57220, -1.60246, -2.62148], [4.26281, -2.23407, -1.00377]],
  "forces_ev_per_a": [[-0.0360, -0.1060, 0.0868], [0.0203, -0.0512, -0.1591], [0.0501, -0.0180, 0.0460], [-0.0130, -0.0052, -0.0173], [-0.0210, -0.0705, -0.0053], [-0.0198, 0.0187, 0.0034], [0.0258, 0.0074, -0.0002], [0.0328, 0.0123, -0.0102], [-0.0601, 0.0212, 0.0310], [0.0404, 0.0790, -0.0606], [-0.0809, -0.0500, 0.0834], [0.0016, 0.1281, 0.0091], [0.0794, 0.0064, -0.0594], [-0.0009, 0.0037, 0.0217], [0.0157, 0.0088, -0.0015], [-0.0047, -0.0012, -0.0121], [-0.0066, -0.0052, 0.0165], [0.0153, 0.0073, -0.0033], [-0.0240, 0.0043, -0.0185], [-0.0161, -0.0270, 0.1028], [-0.0028, -0.0049, -0.0038], [-0.0015, 0.0030, 0.0008], [-0.0002, 0.0005, 0.0008], [-0.0018, -0.0024, 0.0017], [0.0015, -0.0025, 0.0095], [0.0563, 0.0154, 0.0618], [-0.0132, -0.0005, -0.0049], [-0.0169, 0.0078, 0.0052], [0.0081, 0.0005, -0.0065], [0.0023, -0.0130, -0.0032], [-0.0189, 0.0111, 0.0111], [0.0248, -0.0133, 0.0162], [0.0017, 0.0392, 0.0103], [-0.0656, -0.0536, -0.0170], [-0.0304, -0.0079, -0.0073], [0.0364, 0.0371, -0.0281], [-0.0285, 0.0254, -0.0003], [0.0150, -0.0064, -0.0129], [-0.0052, 0.0059, 0.0127], [0.0010, -0.0100, -0.0127], [-0.0041, -0.0378, 0.0167], [-0.0004, 0.0012, -0.0253], [0.0003, 0.0000, 0.0007], [-0.0003, 0.0015, -0.0022], [0.0021, 0.0001, 0.0014], [0.0012, 0.0027, 0.0000], [0.0025, -0.0204, 0.0241], [-0.0006, -0.0003, -0.0002], [0.0010, -0.0043, -0.0009], [0.0012, 0.0037, 0.0007], [-0.0012, 0.0300, 0.0107], [-0.0031, 0.0096, 0.0040], [-0.0046, 0.0061, 0.0050], [0.1630, 0.1170, -0.1264], [-0.0544, -0.0009, 0.0013], [-0.0476, -0.0645, 0.0461], [0.0286, -0.0820, 0.0270], [0.0152, -0.0565, -0.0074], [0.0007, 0.0007, 0.0004], [0.0011, -0.0022, 0.0043], [-0.0018, 0.0004, 0.0013], [-0.0238, -0.0121, 0.0047], [0.0095, -0.0102, -0.0253], [-0.0163, -0.0142, 0.0075], [-0.0054, -0.0233, -0.0119], [0.0198, 0.0104, -0.0275], [-0.0421, 0.0093, 0.0141], [0.0437, 0.0026, 0.0099], [-0.0575, 0.1028, -0.0286], [0.0003, 0.0087, -0.0060], [-0.0031, 0.0091, -0.0020], [0.0157, 0.0185, -0.0028]],
  "lumo_ev": -3.027,
  "gap_ev": 8.1,
  "relative_energy_kcal_mol": 0.0,
  "total_charge": 1,
  "homo_ev": -11.104
}

6.
{
  "formula": "BaH14O7",
  "method": "ωB97M-V/def2-TZVPD",
  "species": ["Ba", "O", "H", "H", "O", "H", "H", "O", "H", "H", "O", "H", "H", "O", "H", "H", "O", "H", "H", "O", "H", "H"],
  "positions_angstrom": [[-0.27956, -0.21947, -0.24305], [1.26964, 2.11838, -0.43339], [1.90788, 2.36579, -1.10247], [1.29098, 2.83868, 0.19665], [-1.78419, 2.10315, 0.32969], [-1.40807, 2.95033, 0.09083], [-2.50483, 2.31884, 0.92162], [-0.05710, -2.27668, 1.54539], [-0.68110, -2.44436, 2.25161], [0.74889, -2.70750, 1.82998], [2.32100, -1.00115, 0.37421], [2.58541, -1.54983, -0.36421], [3.12093, -0.88782, 0.88753], [-0.19248, 1.05575, 2.40048], [-0.26970, 2.00171, 2.52468], [-0.50750, 0.67931, 3.22225], [-0.53379, -2.54694, -1.60874], [-1.18280, -2.44983, -2.30558], [-0.62587, -3.45485, -1.31985], [-1.13082, 0.39168, -2.68035], [-0.52664, 0.90856, -3.21330], [-1.56032, -0.19378, -3.30405]],
  "forces_ev_per_a": [[0.2739, 0.5034, 1.1089], [-0.3958, -0.3440, -0.1076], [0.3427, 0.1071, -0.2779], [0.0978, 0.2401, 0.2967], [0.2190, -0.2375, -0.1876], [0.0207, 0.3502, -0.3129], [-0.4142, -0.0154, 0.1865], [-0.2994, 0.2275, -0.1554], [-0.3301, -0.2239, 0.2827], [0.4433, -0.1045, 0.0221], [-0.5175, 0.0000, -0.2602], [0.3504, -0.3455, -0.2819], [0.2864, 0.2127, 0.3144], [0.1077, -0.4301, -0.3631], [-0.0404, 0.2938, 0.0488], [0.0452, -0.1725, 0.4080], [-0.0102, 0.4621, 0.0933], [-0.1569, -0.2067, -0.4488], [0.0768, -0.4666, 0.2081], [0.1209, -0.1934, 0.2088], [0.1378, 0.4016, -0.3896], [-0.3583, -0.0582, -0.3934]],
  "lumo_ev": -6.397,
  "gap_ev": 12.2,
  "relative_energy_kcal_mol": 8.4,
  "total_charge": 2,
  "homo_ev": -18.566
}